[1]
A cluster of 9 separate species, C35H80N11O11S in total at a distorted geometry. Source: the Open Molecules 2025 dataset; level of theory: wB97M-V/def2-TZVPD.

Computed properties:
highest occupied orbital energy	-0.37653	Ha
gap between HOMO and LUMO	8.1	eV
molar mass	863.2	g mol⁻¹
electronic energy	-3209.5171	hartree

Geometry as ORCA input:
```
! RIJCOSX wB97M-V def2-TZVPD def2/J DEFGRID3
* xyz 1 1
S -0.418 -4.461 -0.175
O -4.421 -6.601 7.483
O -9.322 0.300 2.353
O -4.272 0.433 -0.167
O 4.348 -0.787 -1.795
O 4.097 -2.710 -2.902
O 6.293 2.046 -0.586
O -3.939 -2.870 2.851
O -5.045 4.102 -5.267
O 0.586 -2.598 1.394
O 9.373 6.857 -4.203
O 11.865 3.507 -2.437
N -8.978 1.793 0.680
N -5.658 -7.508 9.153
N -5.229 -3.701 4.525
N -4.213 0.935 2.052
N 12.704 4.798 -4.102
N -0.792 -0.523 -3.259
N -3.115 -0.681 -2.761
N -3.086 3.676 -4.207
N -1.464 -0.158 -1.084
N 7.996 6.804 -2.399
N 8.149 1.328 -1.680
C 6.920 1.174 -1.167
C -4.151 0.108 1.011
C -4.127 -3.147 4.040
C -4.013 0.408 3.391
C 7.862 6.746 -0.957
C 8.808 2.617 -1.539
C -2.180 2.690 -3.653
C -2.666 -3.215 -2.839
C -2.759 5.089 -4.121
C -3.439 -1.997 -3.342
C -8.975 0.562 1.217
C 0.562 -1.193 1.689
C 2.565 -2.255 -1.078
C 13.466 5.608 -3.167
C 0.545 -3.823 -1.560
C -4.565 -6.912 8.655
C -4.482 2.350 1.825
C 3.732 -1.964 -2.013
C 12.751 5.112 -5.516
C -1.778 -0.452 -2.428
C -6.318 -4.017 3.611
C 2.047 -3.684 -1.258
C -6.757 -7.814 8.251
C -4.242 3.321 -4.800
C 8.834 0.254 -2.370
C 11.963 3.791 -3.618
C -5.384 -4.009 5.942
C -2.096 -4.685 -0.821
C -0.633 -3.208 1.167
C 6.805 6.792 -3.231
C -2.861 -3.463 -1.341
C -8.540 2.051 -0.682
C 9.198 6.835 -3.000
C -5.774 -7.861 10.555
C -9.440 2.903 1.497
H -3.787 -6.727 9.412
H -4.484 -3.723 6.478
H 9.769 0.005 -1.867
H -8.229 1.122 -1.154
H -6.623 -7.352 11.013
H -2.620 -5.172 0.007
H -7.143 -6.903 7.793
H 6.512 0.163 -1.313
H -8.611 -0.212 0.519
H -3.758 -0.452 -2.012
H -3.527 5.629 -3.566
H 14.181 4.993 -2.620
H -4.868 -7.566 11.079
H -1.607 -3.154 -3.099
H -4.397 2.227 -4.816
H -6.233 -3.456 6.349
H 12.382 6.123 -5.696
H 1.149 -1.037 2.595
H -5.983 -4.717 2.846
H -3.376 -1.948 -4.432
H -10.471 2.745 1.813
H 7.259 7.580 -0.592
H -1.443 -2.529 0.907
H -0.958 -3.840 1.998
H -3.055 -4.083 -3.384
H -6.426 -8.479 7.454
H -2.695 5.531 -5.115
H 6.760 7.687 -3.850
H 8.198 -0.630 -2.386
H -2.291 -0.005 -0.523
H -4.923 0.521 3.982
H 3.971 -0.325 -1.037
H 13.998 6.377 -3.720
H 9.059 0.538 -3.399
H -0.456 -0.853 1.872
H 1.002 -0.631 0.864
H -5.908 -8.938 10.672
H -4.495 -2.156 -3.111
H 8.923 2.868 -0.485
H 13.770 5.033 -5.897
H -0.958 -0.934 -0.682
H -7.552 -8.294 8.814
H 5.928 6.750 -2.589
H -7.700 2.748 -0.679
H -3.768 -0.646 3.295
H -8.830 3.001 2.396
H 10.033 6.788 -2.281
H -1.803 5.199 -3.616
H 9.788 2.579 -2.008
H -3.704 2.765 1.185
H -3.365 -2.942 4.808
H 11.414 3.242 -4.401
H 8.846 6.791 -0.497
H -3.968 -0.939 1.308
H 6.809 5.926 -3.894
H -6.678 -3.115 3.116
H 0.392 -4.616 -2.299
H 0.129 -2.914 -1.992
H -1.954 -5.441 -1.598
H -9.357 2.487 -1.257
H -3.926 -3.633 -1.153
H 7.378 5.811 -0.665
H -1.199 2.746 -4.128
H -4.496 2.878 2.773
H -9.378 3.819 0.916
H 2.569 -4.109 -2.119
H -7.130 -4.464 4.176
H 1.794 -1.510 -1.288
H 2.314 -4.308 -0.402
H 2.892 -2.085 -0.049
H 8.210 3.400 -2.008
H 12.804 6.079 -2.440
H -5.440 2.473 1.321
H -3.196 0.926 3.899
H -1.124 -0.739 -4.196
H -5.539 -5.075 6.084
H -2.596 1.702 -3.822
H -2.055 2.844 -2.578
H 12.119 4.414 -6.061
H -2.608 -2.557 -0.788
*
```

[2]
The molecule C3H6ClN at a distorted geometry. Source: the Open Molecules 2025 dataset; level of theory: wB97M-V/def2-TZVPD.

Computed properties:
ΔE to the lowest compared entry with this formula, charge and spin	188.8	kJ/mol
highest occupied orbital energy	-0.28775	Ha
SMILES	NC1(Cl)CC1
gap between HOMO and LUMO	8.8	eV
molar mass	91.5	g mol⁻¹
electronic energy	-632.7548	hartree

Geometry as ORCA input:
```
! RIJCOSX wB97M-V def2-TZVPD def2/J DEFGRID3
* xyz 0 1
Cl 1.059 -0.549 -2.161
N -1.334 -0.019 -1.037
C 0.882 -0.773 0.650
C 0.671 0.700 0.365
C 0.123 0.055 -0.880
H -1.777 -0.790 -0.538
H 0.066 -1.263 1.053
H 1.706 -1.321 0.173
H -1.681 0.101 -2.019
H 1.597 1.260 0.136
H -0.146 1.313 0.871
*
```

[3]
The molecule C2H3IN2O at a distorted geometry. Source: the Open Molecules 2025 dataset; level of theory: wB97M-V/def2-TZVPD.

Computed properties:
ΔE to the lowest compared entry with this formula, charge and spin	447.9	kJ/mol
highest occupied orbital energy (alpha / beta)	-0.32260 / -0.32263	Ha
gap between HOMO and LUMO (alpha / beta)	7.7 / 7.7	eV
molar mass	198.0	g mol⁻¹
electronic energy	-560.2799	hartree

Geometry as ORCA input:
```
! RIJCOSX wB97M-V def2-TZVPD def2/J DEFGRID3
* xyz 0 1
I -1.859 -0.107 0.140
O 2.384 -0.184 0.764
N 0.775 -1.652 0.045
N -0.399 -2.120 0.009
C -0.107 0.759 0.715
C 1.380 -0.677 0.437
H 0.037 1.819 0.267
H -0.853 -2.472 -0.839
H -0.080 1.025 1.745
*
```

[4]
A cluster of 17 separate species, C4H39NO16 in total at a distorted geometry. Source: the Open Molecules 2025 dataset; level of theory: wB97M-V/def2-TZVPD.

Computed properties:
ΔE to the lowest compared entry with this formula, charge and spin	81.9	kJ/mol
highest occupied orbital energy	-0.29534	Ha
gap between HOMO and LUMO	8.1	eV
molar mass	357.3	g mol⁻¹
electronic energy	-1434.4682	hartree

Geometry as ORCA input:
```
! RIJCOSX wB97M-V def2-TZVPD def2/J DEFGRID3
* xyz 0 1
O 0.408 -3.747 -1.566
O -2.987 1.386 -1.933
O -1.570 3.159 -0.360
O 2.548 -3.349 0.030
O 3.622 0.075 -2.888
O -1.383 -3.059 2.380
O 1.676 -3.197 2.506
O 3.562 2.146 0.484
O 3.078 2.713 -2.121
O 1.157 3.007 1.598
O -3.144 -0.920 -0.409
O -1.950 -3.446 -0.257
O -4.878 1.119 -0.001
O 0.902 4.228 -1.136
O -2.339 -0.493 2.081
O -0.835 1.596 2.860
N 1.012 -0.485 2.143
C 0.572 -0.069 -0.214
C 0.573 -0.856 0.880
C 0.061 -0.550 -1.487
C 0.235 0.058 -2.658
H -4.925 1.381 -0.916
H 2.086 -3.225 1.606
H 1.562 -4.127 2.726
H 1.203 3.735 2.233
H -2.576 1.314 -2.797
H 3.805 3.188 -2.527
H 2.980 -2.703 -0.572
H -1.440 0.979 2.392
H 0.986 0.929 -0.179
H 3.309 2.531 -1.172
H -1.741 -3.526 0.701
H -2.424 2.042 -1.432
H -2.845 -0.159 -0.977
H -0.418 -3.018 2.481
H -2.598 -0.565 1.123
H -0.106 -0.344 -3.608
H 2.823 -0.333 -3.237
H 3.328 0.972 -2.595
H -0.267 1.028 3.376
H -1.243 2.721 0.427
H -2.385 -2.580 -0.438
H 0.340 -4.586 -2.008
H 1.576 3.700 -1.644
H -1.680 -2.120 2.344
H 0.423 2.415 1.944
H 1.749 -3.574 -0.502
H 0.115 -1.831 0.813
H -4.077 1.584 0.278
H -0.799 3.610 -0.793
H -0.477 -1.487 -1.443
H 1.102 4.049 -0.203
H -3.151 -0.430 2.577
H 0.796 0.969 -2.801
H -4.096 -0.824 -0.304
H 1.722 0.235 2.161
H 3.492 1.189 0.391
H -0.459 -3.632 -1.088
H 2.748 2.436 0.966
H 1.241 -1.259 2.764
*
```

> Which of these has the highest molar mass?

C35H80N11O11S

> The lowest molar mass belongs to which entry?

C3H6ClN

> Look up the electronic energy of the fourth one.

-1434.4682 hartree

> The highest molar mass belongs to which entry?

C35H80N11O11S